Entry 1:
C43H36MoN2P2S4Te | ωB97M-V/def2-TZVPD

Values from the calculation:
HOMO: -13.182 eV
Frontier orbital gap: 5.972 eV
Spin multiplicity: 1
Charge: +2

Last column: Mulliken charge in e.
Atoms and positions in Å:
Te: -1.736 1.649 2.476  0.15
Mo: -1.209 1.487 -0.046  -1.37
S: -3.288 2.332 -0.601  -0.06
S: -3.350 4.380 -0.188  0.05
S: -0.409 3.650 -0.593  -0.03
S: -1.836 4.842 -1.435  0.04
P: -2.525 -0.540 -0.840  1.99
P: 2.498 1.309 -0.214  0.90
N: 0.349 -0.563 -1.930  -0.29
N: 0.828 1.140 -0.201  1.19
C: 2.064 3.131 1.827  0.64
C: -5.959 -0.584 1.336  -0.63
C: 3.265 -0.540 1.648  -0.63
C: -0.374 -2.869 1.744  -0.77
C: 3.710 -1.780 2.071  -1.01
C: -0.795 -1.810 0.955  0.57
C: 3.170 -0.258 0.283  0.78
C: -6.601 -0.538 -0.985  -0.79
C: 0.340 -1.846 5.083  -0.79
C: -0.998 -4.101 1.626  -1.04
C: 4.730 3.921 1.868  -0.79
C: 2.604 2.483 -4.092  -0.87
C: 2.493 4.074 2.750  -1.10
C: -1.607 -0.878 4.047  -0.56
C: -4.272 -0.550 -0.378  0.91
C: -1.852 -1.963 0.061  0.33
C: -2.535 -2.191 -4.562  -0.74
C: 4.823 1.774 -3.479  -0.93
C: 2.147 2.178 -2.818  -0.38
C: 0.583 0.082 3.665  0.15
C: 3.936 2.285 -4.420  -0.62
C: 3.032 1.660 -1.872  1.10
C: -1.030 -1.845 4.862  -0.74
C: -6.948 -0.555 0.354  -0.62
C: -2.064 -4.263 0.747  -1.07
C: 2.970 2.581 0.926  1.01
C: -2.620 -1.083 -5.394  -0.64
C: -2.493 -0.750 -2.636  0.74
C: -2.469 -2.028 -3.188  -0.40
C: 3.822 4.464 2.771  -0.65
C: 0.210 0.295 -1.043  0.55
C: 4.050 -2.748 1.134  -0.73
C: -2.621 0.192 -4.848  -0.81
C: 4.376 1.456 -2.210  -0.47
C: -0.789 0.078 3.453  0.20
C: 3.523 -1.233 -0.655  -0.53
C: -2.508 -3.194 -0.014  -0.34
C: -5.261 -0.533 -1.357  -0.50
C: 1.147 -0.888 4.483  -0.66
C: -4.627 -0.582 0.971  -0.46
C: 4.311 2.980 0.945  -0.84
C: 3.959 -2.476 -0.225  -0.99
C: -2.555 0.360 -3.473  -0.54
H: 0.778 -2.587 5.737  0.42
H: -1.657 -2.590 5.333  0.47
H: 3.475 -1.022 -1.715  0.41
H: -6.235 -0.616 2.381  0.47
H: 5.072 1.039 -1.493  0.44
H: -0.669 -4.934 2.232  0.45
H: 1.788 4.505 3.448  0.51
H: -3.389 -3.313 -0.632  0.61
H: 5.028 2.570 0.246  0.34
H: -2.368 -2.903 -2.563  0.41
H: 4.156 5.200 3.490  0.42
H: 4.231 -3.231 -0.949  0.48
H: -7.990 -0.552 0.642  0.43
H: 1.315 -0.773 -2.182  0.42
H: 1.918 2.877 -4.829  0.49
H: 1.023 2.843 1.804  -0.02
H: -2.520 -3.188 -4.982  0.47
H: 3.019 0.220 2.375  0.76
H: 3.806 -1.988 3.128  0.44
H: -2.675 1.061 -5.490  0.48
H: 5.764 4.235 1.883  0.47
H: -4.996 -0.518 -2.405  0.44
H: 4.290 2.530 -5.412  0.43
H: -2.676 -0.881 3.880  0.42
H: -7.368 -0.529 -1.747  0.46
H: -2.559 1.367 -3.071  0.38
H: -3.859 -0.627 1.736  0.08
H: 2.214 -0.883 4.668  0.67
H: -0.284 -0.859 1.067  0.01
H: -2.566 -5.217 0.671  0.46
H: 1.111 2.355 -2.569  -0.03
H: 5.862 1.620 -3.737  0.45
H: 1.201 0.844 3.214  0.37
H: 4.402 -3.716 1.465  0.46
H: -2.682 -1.214 -6.466  0.42
H: 0.431 -2.724 2.455  0.69

Entry 2:
C43H37Br2CrGeN11O3 | ωB97M-V/def2-TZVPD

Values from the calculation:
HOMO (alpha / beta): -12.458 / -12.458 eV
Expectation value of S²: 6.04
Frontier orbital gap (alpha / beta): 6.917 / 4.594 eV
Spin multiplicity: 5
Charge: +2

Last column: Mulliken charge in e.
Atoms and positions in Å:
Br: -4.087 6.397 -0.987  -0.17
Br: -4.275 0.867 -2.174  -0.12
Ge: 1.204 1.366 -2.482  2.33
Cr: 0.288 1.009 -0.130  -0.53
O: -1.448 0.984 -0.924  -0.36
O: -1.572 -5.174 2.323  -0.27
O: 2.248 1.156 0.476  -0.27
N: 0.480 -1.005 -0.457  1.02
N: -2.108 1.099 3.477  -1.01
N: 1.099 -2.994 -1.051  0.71
N: -0.217 -2.924 -1.336  -0.81
N: -1.472 -0.062 3.703  1.00
N: -3.158 -6.538 2.952  -0.44
N: -0.119 2.996 -0.015  1.03
N: 4.240 1.777 1.302  -0.18
N: -2.272 -7.240 2.183  -0.49
N: -0.622 0.715 1.859  0.87
N: 2.405 1.670 2.689  -0.18
C: 1.516 -1.838 -0.545  -0.58
C: -0.179 -6.568 0.961  -0.12
C: 2.578 3.994 -2.269  0.06
C: 0.584 3.991 0.509  -0.88
C: -2.049 1.020 -5.149  -0.73
C: -1.345 -6.414 1.819  0.49
C: -0.602 -0.299 2.725  -0.60
C: -2.811 -1.952 4.608  1.06
C: -0.937 3.098 -5.648  -0.77
C: -0.088 2.907 -4.569  -0.22
C: 1.622 -7.788 -0.022  -0.53
C: 0.269 -5.413 0.321  -0.25
C: -3.238 4.711 -1.006  -0.05
C: -2.726 -5.319 3.016  0.53
C: -1.152 5.591 0.092  -1.22
C: 1.376 -5.437 -0.504  0.97
C: -1.933 4.567 -0.478  1.04
C: -1.579 1.547 2.370  -0.84
C: -3.331 2.353 -1.516  0.09
C: -0.191 1.745 -3.801  0.12
C: 1.854 -4.219 -1.290  -1.24
C: 3.514 4.927 -2.690  -0.74
C: -4.991 -2.939 4.823  -0.68
C: -4.128 -1.872 5.039  -0.72
C: 0.099 5.297 0.584  -0.87
C: -1.195 0.817 -4.079  -0.11
C: 2.643 2.680 -2.728  0.06
C: -1.918 2.159 -5.935  -0.52
C: -2.057 2.143 -1.006  0.56
C: -1.364 3.276 -0.507  -0.64
C: -3.246 -4.152 3.713  0.05
C: 0.487 -7.771 0.776  -0.98
C: -0.567 -1.726 -0.964  -1.10
C: 5.158 2.173 2.360  -1.03
C: 2.943 1.522 1.466  0.08
C: -4.559 -4.081 4.170  -0.94
C: -2.380 -3.085 3.937  0.02
C: 2.069 -6.636 -0.652  -0.89
C: 4.523 4.549 -3.566  -0.54
C: 3.666 2.303 -3.594  -0.79
C: 4.600 3.239 -4.017  -0.73
C: -3.911 3.627 -1.513  -0.32
C: -1.807 -0.855 4.890  -1.60
H: -1.348 -3.166 3.617  0.52
H: 6.143 2.320 1.929  0.34
H: -4.911 3.755 -1.904  0.51
H: -4.479 -0.987 5.557  0.44
H: 1.782 -4.442 -2.355  0.42
H: 5.383 2.944 -4.703  0.42
H: -1.541 6.599 0.140  0.42
H: 3.718 1.282 -3.957  0.43
H: 3.447 5.952 -2.349  0.46
H: 2.957 -6.675 -1.274  0.45
H: -2.819 0.291 -5.366  0.49
H: 4.847 3.112 2.821  0.32
H: 0.674 3.645 -4.348  0.38
H: -0.299 -4.514 0.474  0.88
H: 2.530 -1.610 -0.260  0.59
H: 5.247 5.279 -3.903  0.41
H: 1.841 0.012 -2.900  -0.16
H: 5.234 1.400 3.127  0.33
H: 1.574 3.750 0.874  0.18
H: 2.898 -4.014 -1.055  0.36
H: -2.585 2.318 -6.773  0.42
H: 1.420 1.494 2.796  -0.08
H: 4.593 1.672 0.365  0.27
H: -2.204 -0.149 5.615  0.48
H: -1.305 -0.071 -3.468  0.48
H: -0.887 -1.292 5.277  0.38
H: -5.223 -4.920 4.006  0.53
H: -1.573 -1.346 -1.040  0.92
H: 0.123 -8.669 1.256  0.53
H: 2.166 -8.713 -0.159  0.42
H: -6.011 -2.881 5.180  0.42
H: 0.724 6.062 1.023  0.57
H: -1.883 2.481 1.931  0.74
H: 0.045 -1.160 2.669  0.59
H: 2.939 1.988 3.478  0.23
H: -0.828 3.982 -6.262  0.45
H: 1.782 4.302 -1.603  0.41

Across the entries above, relative energy (zero: lowest compared OMol25 entry of this formula, charge and spin) takes the values 216.7 75.2 kJ/mol, respectively.
Across the entries above, molecular weight takes the values 994.5 1040.3 g/mol, respectively.